A 2-piece molecular cluster, C19H43BClFN2O6PS overall. Source: OMol25; level of theory: the ωB97M-V functional and the def2-TZVPD basis.

charge: +1
HOMO-LUMO gap: 0.283 hartree
lowest unoccupied orbital energy: -0.08630 Eh
highest occupied orbital energy: -10.053 eV

Each line ends with the Löwdin charge.
Geometry (Å):
C  1.434  -1.949  -3.657  -0.1007
O  0.506  -0.921  -3.920  -0.2673
C  -0.149  -0.362  -2.822  -0.6261
S  1.002  0.128  -1.462  0.8505
C  -1.042  0.756  -3.356  -0.5394
C  -2.024  1.268  -2.292  -0.1448
C  -2.825  0.235  -1.498  -0.3647
O  -3.134  -0.919  -2.297  -0.1029
C  -2.206  -0.260  -0.192  -0.2606
N  -3.285  -0.607  0.739  0.0075
O  -0.398  1.940  -3.812  -0.1031
C  0.996  2.054  -4.173  -0.2045
C  1.247  2.338  -5.678  -0.0785
C  2.006  1.267  -6.456  -0.3612
C  3.419  1.027  -5.915  -0.0101
F  1.316  0.062  -6.463  -0.0194
B  1.555  3.321  -3.391  -0.6313
O  2.650  3.184  -2.575  0.1669
O  0.939  4.557  -3.489  0.1721
P  -1.983  -0.111  -4.859  0.7497
O  -1.392  0.766  -6.078  -0.3574
Cl  -3.869  0.826  -4.744  0.2787
H  1.071  -2.622  -2.870  0.0927
H  2.408  -1.542  -3.375  0.0768
H  1.539  -2.521  -4.576  0.0996
H  -0.784  -1.131  -2.371  0.0926
H  0.890  1.459  -1.498  -0.1170
H  -1.444  1.871  -1.586  0.1170
H  -2.687  1.968  -2.791  0.0778
H  -3.758  0.718  -1.192  0.1469
H  -4.058  -0.891  -2.561  0.0760
H  -1.582  0.517  0.247  0.0941
H  -1.592  -1.138  -0.427  0.0986
H  -2.920  -0.953  1.617  0.0407
H  -3.863  -1.334  0.335  0.0714
H  1.599  1.192  -3.899  0.1107
H  1.889  3.225  -5.783  0.1245
H  0.311  2.598  -6.171  0.1168
H  2.064  1.594  -7.498  0.1415
H  3.630  1.617  -5.021  0.0772
H  4.180  1.211  -6.670  0.0804
H  3.498  -0.021  -5.621  0.0828
H  3.236  3.950  -2.599  0.1161
H  0.920  4.951  -4.366  0.1083
H  -1.600  1.707  -6.006  0.0436
C  0.509  0.127  2.577  -0.0939
C  1.571  -0.820  3.128  -0.2120
C  1.104  -2.053  3.888  -0.1155
N  0.326  -1.862  5.183  -0.2612
C  -1.131  -1.600  4.871  -0.1037
C  -1.954  -1.230  6.094  -0.1547
C  -1.321  -0.070  6.854  -0.1716
C  0.111  -0.418  7.242  -0.1556
C  0.929  -0.754  6.008  -0.1035
C  0.428  -3.156  5.927  0.0225
H  0.045  0.743  3.351  0.0710
H  0.966  0.812  1.865  0.0774
H  -0.272  -0.417  2.043  0.0631
H  2.302  -0.267  3.720  0.1125
H  2.137  -1.225  2.286  0.1267
H  1.982  -2.638  4.162  0.1339
H  0.469  -2.680  3.260  0.1413
H  -1.157  -0.793  4.144  0.1105
H  -1.504  -2.505  4.394  0.1400
H  -2.953  -0.964  5.747  0.1304
H  -2.082  -2.091  6.753  0.1180
H  -1.910  0.171  7.738  0.1238
H  -1.319  0.824  6.221  0.1254
H  0.126  -1.240  7.961  0.1189
H  0.592  0.427  7.735  0.1303
H  1.941  -1.073  6.257  0.1461
H  0.988  0.122  5.365  0.1236
H  1.471  -3.333  6.178  0.1163
H  0.060  -3.951  5.284  0.1192
H  -0.164  -3.112  6.833  0.0986


C19H43F3Li2N2O5 as an isolated structure at a distorted geometry. Source: OMol25; level of theory: the ωB97M-V functional and the def2-TZVPD basis.

HOMO-LUMO gap: 0.286 hartree
lowest unoccupied orbital energy: 0.01159 Eh
highest occupied orbital energy: -7.477 eV

Each line ends with the Löwdin charge.
Geometry (Å):
Li  -1.382  -0.079  -0.477  0.2031
Li  -0.297  -0.167  1.066  0.2289
O  -0.103  -0.014  -0.301  -0.4478
H  0.708  -0.105  -0.837  -0.0866
O  -1.642  -0.177  0.845  -0.3716
H  -2.369  -0.140  1.498  0.0624
C  -1.405  1.520  -3.609  -0.0523
C  -0.995  0.690  -2.403  -0.2598
N  -2.115  0.149  -1.659  -0.2661
C  -2.827  -0.926  -2.336  -0.1820
C  -3.598  -1.795  -1.273  -0.0647
C  -3.045  1.193  -1.180  -0.1614
C  -2.352  2.205  -0.239  -0.1958
H  -0.517  1.677  -4.222  0.0796
H  -1.828  2.476  -3.299  0.0745
H  -2.108  0.964  -4.230  0.0729
H  -0.317  -0.087  -2.755  0.1207
H  -0.345  1.290  -1.766  0.1199
H  -3.468  -0.542  -3.130  0.1108
H  -2.130  -1.596  -2.840  0.1205
H  -4.443  -1.383  -0.721  0.0645
H  -4.117  -2.641  -1.724  0.0636
H  -3.020  -2.243  -0.465  0.0635
H  -3.874  0.744  -0.633  0.1152
H  -3.513  1.742  -1.997  0.1111
H  -3.144  2.886  0.074  0.1196
H  -1.612  2.821  -0.751  0.0991
H  -1.958  1.775  0.682  -0.0218
C  -0.985  -0.956  3.671  -0.1027
C  -0.567  0.482  3.356  -0.1500
N  0.344  0.592  2.146  -0.2470
C  1.710  0.084  2.428  -0.2153
C  2.629  -0.123  1.304  -0.0591
C  0.439  2.028  1.801  -0.1496
C  -0.833  2.555  1.061  -0.1652
H  -0.163  -1.578  4.027  0.0819
H  -1.561  -1.447  2.887  0.0823
H  -1.627  -0.905  4.550  0.0815
H  -1.531  0.963  3.190  0.1139
H  -0.106  0.920  4.241  0.1233
H  2.235  0.666  3.185  0.1305
H  1.451  -0.886  2.853  0.1105
H  2.867  0.813  0.798  0.0915
H  3.574  -0.551  1.638  0.1215
H  2.163  -0.748  0.541  0.0276
H  1.243  2.259  1.102  0.1214
H  0.629  2.578  2.723  0.1097
H  -1.782  2.425  1.583  0.1017
H  -0.888  1.994  0.128  0.0241
H  -0.736  3.616  0.835  0.1268
C  2.345  -1.509  -1.071  -0.0843
C  2.030  -0.026  -1.196  -0.2448
O  3.257  0.726  -1.123  0.0010
C  3.960  1.129  -2.252  -0.2695
O  3.767  0.671  -3.391  0.1380
C  5.006  2.171  -1.935  -0.6032
F  4.649  3.299  -2.502  0.1939
F  5.216  2.330  -0.638  0.1897
F  6.153  1.871  -2.536  0.1742
H  1.486  -2.162  -0.914  -0.0473
H  3.159  -1.631  -0.357  0.1296
H  2.654  -1.905  -2.038  0.1334
H  1.450  0.328  -0.343  0.0839
H  1.485  0.115  -2.129  0.1405
C  0.592  -2.559  -0.048  -0.0286
C  0.260  -2.517  1.417  -0.3462
O  0.306  -1.462  1.997  -0.1924
C  -0.087  -3.811  2.130  0.0277
H  0.030  -1.881  -0.690  0.1218
H  0.511  -3.551  -0.492  0.1362
H  1.635  -2.247  -0.115  0.0070
H  -0.287  -3.552  3.170  0.0775
H  0.694  -4.561  2.007  0.0901
H  -0.958  -4.290  1.684  0.0928


C19H43N4O4PbS2Si as an isolated structure at a distorted geometry. Source: OMol25; level of theory: the ωB97M-V functional and the def2-TZVPD basis.

charge: +3
HOMO-LUMO gap: 0.235 hartree
lowest unoccupied orbital energy: -0.33403 Eh
highest occupied orbital energy: -15.483 eV

Each line ends with the Löwdin charge.
Geometry (Å):
Pb  -0.602  0.104  -7.561  1.3379
C  1.580  -1.938  2.143  -0.0600
C  0.143  -1.686  2.482  -0.5502
C  -0.729  -1.115  1.324  -0.0217
C  -0.470  -2.973  3.042  -0.0310
O  0.116  -0.760  3.716  -0.1463
Si  0.372  0.804  3.801  0.0057
S  1.816  1.551  2.436  0.6168
O  0.990  1.037  5.388  0.0450
C  1.083  0.524  6.535  -0.2645
C  0.420  -0.664  6.974  0.0247
C  2.786  2.391  7.288  -0.0724
C  2.066  1.136  7.481  -0.1741
O  -0.905  1.845  3.720  -0.1913
C  -1.575  3.284  3.504  -0.4777
C  -2.378  3.441  2.211  -0.0086
C  -2.469  3.460  4.727  -0.0396
C  -0.437  4.349  3.565  -0.0331
H  1.704  -2.677  1.343  0.0967
H  2.137  -2.372  2.964  0.0931
H  2.132  -1.053  1.692  0.0670
H  -0.893  -1.903  0.576  0.0919
H  -0.259  -0.297  0.788  0.0640
H  -1.642  -0.785  1.840  0.0972
H  -0.397  -3.827  2.401  0.0815
H  -1.589  -2.898  3.113  0.1146
H  0.068  -3.297  3.905  0.0790
H  -0.685  -0.741  6.713  0.1491
H  0.470  -0.680  8.058  0.1078
H  0.714  -1.624  6.469  0.1444
H  3.353  2.487  6.373  0.0873
H  3.475  2.647  8.126  0.1113
H  2.126  3.248  7.486  0.0992
H  1.430  2.834  2.260  -0.1767
H  1.539  1.225  8.390  0.1276
H  2.651  0.244  7.792  0.1699
H  -3.252  2.830  2.410  0.0976
H  -1.722  3.131  1.397  0.0920
H  -2.547  4.397  1.963  0.0510
H  -3.166  2.570  4.913  0.1225
H  -3.001  4.312  4.583  0.0528
H  -1.920  3.587  5.698  0.1072
H  -0.033  4.675  2.539  0.1159
H  0.304  3.961  4.237  0.0675
H  -0.819  5.168  4.098  0.0671
C  2.644  -4.904  -7.302  0.0416
C  2.676  -3.477  -6.801  -0.2341
N  3.676  -2.962  -6.168  0.1643
N  3.322  -1.699  -5.847  0.0745
C  2.106  -1.370  -6.233  -0.6809
S  1.228  0.064  -5.769  0.6155
N  1.722  -2.444  -6.925  -0.0764
N  0.555  -2.489  -7.724  0.0752
H  2.534  -5.568  -6.413  0.1197
H  3.581  -5.204  -7.721  0.0971
H  1.829  -5.129  -7.934  0.0658
H  4.090  -1.262  -5.360  0.1901
H  0.788  -2.768  -8.674  0.1356
H  -0.084  -3.143  -7.294  0.1058
C  -1.512  -2.261  -4.914  -0.0802
C  -2.091  -0.916  -4.546  -0.1679
O  -1.855  0.150  -5.647  -0.5060
C  -2.725  1.298  -5.330  -0.2270
C  -2.287  2.446  -6.178  -0.0883
H  -1.745  -2.992  -4.108  0.1157
H  -0.395  -2.131  -4.985  0.0580
H  -2.106  -2.553  -5.776  0.0851
H  -1.549  -0.546  -3.692  0.1226
H  -3.207  -0.927  -4.458  0.1514
H  -2.760  1.521  -4.287  0.1307
H  -3.720  0.979  -5.562  0.1290
H  -1.339  2.946  -5.947  0.1019
H  -3.080  3.187  -6.079  0.1141
H  -2.285  2.198  -7.228  0.0291


Q: Look up the highest occupied orbital energy of the first one.
A: -10.053 eV


Q: Number 3 is which compound?
A: C19H43N4O4PbS2Si


Q: highest occupied orbital energy of number 1 (C19H43BClFN2O6PS)?
A: -10.053 eV


Q: What is the formula in the second record?
A: C19H43F3Li2N2O5